{
  "formula": "C7H75FN2O38P2S2",
  "method": "ωB97M-V/def2-TZVPD",
  "e_homo_ev": -8.5,
  "lumo_energy_ev": -0.041,
  "gap_ha": 0.3102,
  "elements": ["H", "O", "O", "O", "H", "O", "O", "O", "H", "H", "H", "C", "O", "H", "H", "H", "H", "H", "H", "H", "H", "O", "H", "H", "H", "H", "H", "H", "H", "H", "H", "H", "O", "H", "H", "H", "H", "O", "P", "H", "O", "H", "H", "H", "H", "C", "O", "O", "H", "H", "H", "H", "H", "H", "H", "H", "O", "H", "H", "N", "H", "H", "O", "H", "H", "O", "N", "O", "O", "H", "O", "H", "O", "O", "H", "O", "S", "O", "O", "O", "H", "H", "C", "H", "O", "H", "O", "H", "O", "H", "H", "H", "H", "H", "H", "H", "C", "C", "P", "H", "O", "O", "C", "H", "S", "H", "H", "H", "H", "O", "O", "H", "O", "H", "H", "O", "H", "C", "F", "H", "O", "O", "H", "H", "O", "H", "O"],
  "coordinates": [[-0.8791, 2.6267, 0.9187], [-0.4927, -6.9891, 1.2190], [-5.2707, 1.0781, 0.9530], [-0.6222, -6.3818, 4.1401], [-2.0093, -4.6087, 6.4648], [5.5043, 5.9598, 1.2714], [-5.2882, -0.3273, -5.4122], [-1.1987, 0.6879, -3.1415], [-0.7703, -3.8314, 6.0268], [0.0210, -7.4153, 1.9129], [1.6236, -3.1147, 2.5314], [-0.6328, -0.6138, 3.7791], [-2.4859, 2.0241, -1.5024], [-2.6948, 1.7673, -6.2319], [-0.6492, -5.5419, 3.6629], [-1.4834, -2.7106, 1.3766], [2.5731, 2.5396, 3.5520], [6.2752, -2.8012, -0.5374], [2.6551, 4.6413, 1.8419], [4.1705, 0.4259, 3.0208], [-0.2408, -6.0618, 1.2896], [-2.3356, -1.4862, -4.6500], [-1.7544, -1.6665, 7.6725], [-4.7581, -1.4572, 2.4538], [-5.7268, 0.1235, -4.6849], [2.9347, -0.3757, 3.4188], [-2.7351, -3.6067, -9.1728], [3.1401, -4.9870, 0.4603], [-3.4177, 3.3138, -7.8652], [6.6944, 8.7952, 3.3581], [-4.4019, -0.5025, -5.0805], [1.4386, 1.6731, 3.0845], [-1.4714, -0.7407, 7.6836], [-1.3466, 2.6324, 7.2753], [-0.5997, -0.7639, 8.0942], [-3.7529, 3.1583, 3.8487], [5.4322, -0.8803, -3.6978], [-2.3783, 2.4094, -5.5872], [-1.1117, 1.6173, -1.8549], [-2.8371, -3.2790, -3.3310], [5.8228, -1.2229, -2.8785], [-4.0093, 0.1463, -1.2840], [6.0128, 5.5236, 1.9603], [-3.2634, -2.7181, -8.0617], [5.5782, -0.3242, -6.1476], [-1.3566, 0.4075, 4.6098], [3.2487, 4.0615, 1.3526], [-2.7610, 0.0746, 2.0523], [-4.6216, -0.9737, -2.1386], [-2.1167, 2.6931, -8.3381], [-3.7891, -2.5774, 3.4895], [4.3529, -0.2162, -5.2518], [4.3898, 4.0172, -2.4117], [3.7508, -1.4536, -0.7171], [1.6153, -2.4574, 6.2946], [3.3551, 4.8977, -1.7287], [1.3136, -1.1955, -4.5820], [-0.9820, 3.6434, -2.0953], [-5.6531, 1.5503, 1.6964], [-1.4193, -1.5603, 3.0664], [-2.3892, 0.1438, 4.8056], [0.4209, -0.5426, -1.9636], [-3.7913, -0.5328, -1.9379], [2.8429, 2.0870, -0.6965], [-4.0743, 2.8841, 5.3075], [3.3110, 0.5109, 3.4456], [-0.4985, 0.7566, -0.5169], [6.6785, 8.6965, 2.4017], [0.4027, 4.9478, 2.3188], [-5.1360, -2.9259, -6.5304], [3.2011, 1.4914, -4.2326], [-4.6273, -4.2907, -6.0855], [0.5878, -0.6488, 3.7617], [0.9880, -3.0313, 6.7484], [0.7137, 4.2568, 2.9277], [-0.3122, 2.9434, -2.1248], [0.3576, -3.5467, 2.5866], [-3.3780, 2.7825, 4.6514], [3.0580, -1.0964, -1.2795], [-1.6448, -3.7196, 6.4299], [-0.8754, 1.2729, 7.7591], [-0.8438, 0.4262, 5.5602], [0.0152, -1.5862, -0.1742], [5.1397, -1.0814, -2.2152], [1.6966, 2.5945, 3.1697], [1.5947, -0.2796, -4.4641], [3.8629, 4.0887, -1.6104], [3.8666, 4.6666, 0.9190], [-2.7125, -2.7013, -8.8534], [3.0531, 1.3367, -3.2890], [1.8264, -1.6927, -3.9348], [-1.8957, 0.0223, -2.9619], [-2.7901, -1.7288, -5.4662], [-2.6527, 5.6553, -3.3221], [7.1069, 9.4913, 2.0714], [-2.9802, 5.2998, -1.8779], [0.4523, -0.3090, -0.8984], [-3.8204, -1.9775, 2.5874], [2.2484, 0.0529, -0.4600], [3.6212, -6.4226, 0.6408], [-2.2732, 5.2664, -2.5295], [3.9298, -5.5379, 0.4265], [-2.6607, -1.0254, 2.5391], [-1.3297, -6.8973, 3.7386], [0.1878, 1.8445, 0.6717], [5.7495, 6.8898, 1.3507], [5.0362, -3.5918, -0.1379], [-2.3373, -4.7134, -3.2515], [-3.7060, -2.6799, 1.7603], [-0.1150, -1.2555, 1.1491], [-3.0094, 2.8993, -8.6320], [-1.2414, 1.3999, 4.1976], [2.6405, 1.3763, -1.3264], [-0.9155, -1.9470, -0.6197], [-1.4134, -1.3678, -4.9187], [-0.5511, 2.1082, 7.4046], [-2.0168, 1.8691, -4.8714], [-0.7225, -2.2005, 1.9691], [0.9451, -2.5800, -0.3808], [0.3944, -2.4195, 7.1912], [-4.3252, -3.4373, -6.4103], [4.9403, -0.8607, -5.6676], [3.3463, 2.4378, -4.2991], [-4.3806, 0.8348, 1.2492], [-2.8689, -4.0686, -2.7767], [0.0442, 4.4357, 1.5881], [5.4436, -2.7198, -0.0594]],
  "forces_ev_per_a": [[-0.348, -0.457, -0.245], [0.020, -0.022, -0.056], [0.034, -0.137, -0.030], [-0.106, 0.061, 0.066], [-0.021, -0.026, 0.024], [0.062, 0.146, -0.077], [-0.025, -0.206, -0.082], [1.225, -0.188, 0.214], [0.020, 0.087, 0.155], [0.009, -0.006, 0.050], [-0.243, 0.583, -0.144], [0.939, 0.497, 0.353], [-0.340, 0.076, 0.470], [-0.082, -0.031, 0.028], [0.077, -0.067, 0.134], [-0.023, -0.353, 0.021], [0.192, -0.059, -0.088], [-0.015, 0.134, -0.144], [-0.255, -0.087, -0.031], [-0.025, 0.049, -0.082], [0.021, 0.085, -0.069], [-0.029, 0.027, -0.157], [-0.146, -0.015, -0.169], [-0.121, 0.147, 0.006], [-0.002, 0.087, -0.012], [-0.218, 0.098, 0.015], [0.018, -0.037, -0.016], [-0.089, -0.082, -0.027], [0.019, 0.060, 0.012], [-0.060, -0.058, 0.036], [0.114, 0.132, 0.200], [0.047, -0.184, 0.055], [0.257, -0.223, 0.155], [0.008, 0.052, -0.088], [-0.049, 0.003, 0.146], [0.099, 0.048, -0.057], [0.291, -0.359, -0.032], [0.055, -0.134, -0.070], [-3.319, 0.912, 1.341], [0.090, 0.168, -0.053], [-0.106, 0.188, 0.087], [0.157, 0.232, -0.164], [-0.026, -0.084, 0.017], [0.008, -0.202, -0.017], [0.032, -0.015, -0.029], [0.256, -0.749, 0.236], [0.257, 0.056, -0.254], [0.542, -0.361, 0.469], [0.028, -0.103, 0.036], [0.055, 0.068, -0.018], [-0.089, 0.041, 0.239], [-0.252, 0.199, -0.213], [0.128, 0.002, 0.050], [0.394, -0.406, 0.283], [0.018, -0.046, -0.086], [-0.086, -0.011, 0.120], [-0.173, 0.038, 0.219], [-0.239, 0.505, -0.288], [-0.058, 0.033, -0.010], [0.539, 1.334, -0.600], [-0.205, 0.212, -0.169], [-0.271, 0.208, -0.125], [0.076, -0.073, 0.043], [0.071, 0.425, -0.241], [0.000, 0.013, 0.038], [0.458, -0.409, 0.128], [1.024, 0.379, -2.106], [0.010, -0.019, -0.005], [-0.085, 0.017, 0.195], [0.034, 0.097, 0.102], [0.043, -0.419, -0.104], [0.119, -0.054, 0.050], [-0.917, -0.418, -0.176], [0.251, 0.085, -0.097], [0.070, -0.084, -0.057], [1.252, -0.813, -0.655], [-0.150, -0.759, 0.108], [-0.168, -0.002, 0.041], [-0.612, 0.152, -0.882], [-0.114, 0.040, -0.101], [-0.185, 0.104, -0.092], [0.128, 0.031, 0.205], [-0.270, 0.718, -0.807], [0.025, 0.000, -0.054], [-0.706, 0.447, 0.238], [0.053, 0.067, -0.142], [-0.009, -0.041, -0.171], [0.065, -0.057, 0.108], [0.015, 0.150, 0.018], [0.032, 0.181, 0.285], [0.063, -0.033, -0.053], [-0.271, 0.064, -0.256], [0.041, -0.329, -0.011], [0.070, -0.105, -0.124], [0.004, -0.004, -0.089], [-0.015, -0.142, 0.033], [0.760, -0.606, -0.023], [0.446, -0.334, -0.109], [0.733, 0.043, 1.975], [0.039, -0.052, -0.034], [0.138, 0.022, 0.191], [-0.041, 0.277, 0.010], [-1.096, 0.284, -0.213], [-0.020, -0.021, -0.010], [0.274, 0.057, 0.744], [0.012, 0.055, 0.058], [0.110, -0.118, 0.077], [0.040, -0.031, 0.017], [-0.072, -0.070, -0.146], [0.454, -0.324, 0.558], [-0.033, -0.077, 0.062], [-0.205, 0.119, -0.328], [-0.516, -0.277, -0.416], [-0.252, -0.162, 0.222], [0.109, 0.001, 0.098], [0.079, -0.028, 0.170], [-0.023, 0.094, 0.037], [0.132, -0.360, -0.039], [0.148, -0.259, 0.224], [-0.107, -0.029, -0.008], [-0.166, 0.256, -0.061], [-0.003, 0.118, 0.217], [-0.103, 0.064, -0.060], [0.045, 0.032, 0.024], [-0.058, 0.013, 0.010], [0.124, 0.177, -0.152], [-0.345, 0.065, 0.004]],
  "lowdin_charge": [-0.084, -0.068, -0.062, -0.081, 0.041, -0.050, -0.045, -0.125, 0.009, 0.027, -0.103, -0.420, -0.280, 0.020, -0.066, 0.119, 0.037, 0.053, 0.012, 0.053, -0.020, -0.042, 0.033, 0.086, 0.041, 0.024, 0.030, 0.029, 0.025, 0.044, -0.006, -0.018, -0.047, 0.038, 0.045, 0.040, -0.008, -0.053, 0.324, -0.009, -0.062, 0.022, 0.046, -0.016, 0.051, 0.015, -0.078, 0.125, 0.045, 0.028, 0.091, 0.004, 0.039, 0.006, 0.053, 0.053, -0.044, 0.049, 0.028, 0.039, 0.087, 0.104, -0.054, 0.030, 0.040, -0.054, -0.457, -0.044, -0.073, 0.054, -0.042, 0.057, 0.059, -0.042, 0.005, -0.116, 0.896, -0.043, -0.259, -0.067, -0.007, 0.058, -0.393, -0.014, -0.108, 0.011, -0.037, -0.008, -0.063, 0.004, 0.035, 0.056, 0.027, 0.050, 0.043, 0.051, -0.418, 0.039, 0.867, 0.043, -0.038, -0.044, -0.424, 0.037, 0.857, 0.012, 0.019, 0.032, 0.096, -0.073, -0.059, 0.088, -0.285, 0.171, 0.053, -0.049, 0.005, -0.596, 0.014, 0.007, -0.042, -0.050, 0.042, -0.009, -0.066, -0.015, -0.045]
}